1.
The following is a quantum chemistry calculation of a structure of composition C32H55BeBrCaCl3F4N6O15S2, from the OMol25 dataset.

Values from the calculation:
E_HOMO   -0.284 hartree
Gap between HOMO and LUMO   1.9 eV
LUMO energy   -5.83 eV
Total charge   +1

```
120
Properties=species:S:1:pos:R:3:forces:R:3
C 0.983859 1.438484 -0.111664 0.16 -0.38 -0.41
C -0.368312 1.238846 -0.812177 0.86 0.85 -0.71
O -0.776204 -0.128199 -0.768047 -0.52 0.78 -0.99
C -2.186618 -0.259446 -0.785796 1.44 -0.94 0.29
C -2.834313 0.532231 -1.884220 -1.19 0.51 0.24
C -4.359994 0.354001 -2.012607 0.44 0.33 -0.22
C -5.032696 1.532867 -2.741833 -1.87 -1.43 2.36
N -5.544679 2.529750 -1.898497 -0.52 -0.62 -0.46
O -2.529165 0.072460 0.595777 0.73 -0.78 -0.08
S -1.679783 -1.069787 1.431535 -0.79 0.39 2.34
O -2.605104 -1.529345 2.415929 -0.76 -0.76 -0.75
O -0.500955 -0.614662 2.077152 1.08 0.40 -1.44
O -1.383614 -2.166348 0.240209 -1.16 1.12 1.50
C -2.406586 -1.804678 -0.724926 -1.21 -0.71 -1.84
C -2.222842 -2.569688 -2.045933 1.81 0.17 -0.44
C -0.941515 -2.269242 -2.864387 0.09 -0.33 -0.01
C 0.362405 -2.899626 -2.314886 -0.15 0.40 -0.67
Br 1.804202 -1.548521 -2.342655 -0.14 -0.46 0.22
C -3.834243 -2.234637 -0.258718 0.09 -0.12 0.62
C -3.876677 -3.480073 0.664480 -0.55 0.22 0.07
C -5.103886 -3.334011 1.602405 0.38 -0.83 -0.61
C -5.651578 -4.681298 2.073995 0.21 -0.03 -0.03
S -6.501968 -5.638924 0.756600 0.34 0.23 -0.63
C -5.169800 -6.648176 0.157027 -1.07 0.36 1.51
N -4.723639 -7.575810 0.926065 0.60 -0.35 -0.52
N -3.677002 -8.146359 0.211101 0.55 -1.27 1.30
C -3.584282 -7.555164 -0.893260 -0.51 1.08 -0.66
O -4.523466 -6.552732 -1.008301 0.27 0.06 -0.68
H 0.831836 2.077363 0.771894 -0.29 -0.29 -0.04
H 1.470421 0.490634 0.138134 -0.14 0.09 0.12
H 1.663334 1.943842 -0.824280 -0.12 -0.03 0.11
H -0.239132 1.547556 -1.857609 -0.20 -0.26 0.06
H -1.075464 1.949577 -0.372694 -0.02 -0.39 0.26
H -2.397263 0.252569 -2.847376 0.26 -0.08 0.27
H -2.667692 1.621880 -1.802452 0.32 -0.66 0.33
H -4.830184 0.281280 -1.023957 0.08 0.06 -0.08
H -4.596528 -0.565241 -2.556211 -0.05 0.15 0.02
H -5.840337 1.132765 -3.353323 0.54 0.40 -0.83
H -4.140526 2.041089 -3.551377 -0.16 0.18 -0.89
H -5.717423 2.204734 -0.951167 0.79 0.31 0.23
H -6.448712 2.841528 -2.239408 0.30 0.47 -0.15
H -2.213984 -3.650975 -1.856061 -0.28 0.16 0.25
H -3.063228 -2.382314 -2.717546 -0.09 0.16 0.33
H -0.782930 -1.202839 -3.019301 -0.14 -0.06 0.20
H -1.095507 -2.681973 -3.868921 -0.04 0.03 0.14
H 0.270498 -3.341119 -1.324739 0.12 0.36 0.06
H 0.719280 -3.654919 -3.013416 0.02 -0.02 0.22
H -4.429930 -2.489735 -1.138807 0.11 0.14 0.02
H -4.385976 -1.434053 0.240037 0.40 0.05 0.06
H -3.966492 -4.366103 0.030562 0.02 0.03 0.16
H -3.000218 -3.588855 1.301165 0.04 0.01 -0.28
H -4.766482 -2.766141 2.473193 -0.34 0.23 -0.16
H -5.878887 -2.820470 1.024820 -0.10 0.14 0.45
H -4.860103 -5.313293 2.486435 -0.13 0.00 -0.06
H -6.404391 -4.564686 2.858260 0.01 0.02 -0.16
H -2.877609 -7.711845 -1.690307 -0.16 0.03 -0.08
Be 2.580485 2.989926 0.868120 -0.20 0.23 0.22
O -0.878658 3.313076 1.344623 0.33 -0.09 -0.08
H -0.979241 2.479147 1.823767 -0.04 0.11 0.23
C 5.642057 5.931053 2.841034 -0.04 -0.13 0.17
N 5.410908 5.699174 1.390125 -0.03 -0.04 0.09
O 5.165085 4.566589 1.029226 0.10 0.02 -0.06
O 5.481305 6.666693 0.658659 0.02 -0.07 0.14
H 5.545642 4.984995 3.361055 -0.02 -0.02 -0.08
H 6.643529 6.336724 2.950963 -0.05 0.11 -0.04
H 4.893093 6.640749 3.180730 0.07 0.08 -0.05
Cl -4.246325 2.335357 -5.088376 0.50 0.17 0.03
C 2.574760 -1.813190 1.613985 0.33 0.20 -0.03
C 3.059545 -2.863350 2.594303 -0.82 0.09 0.02
O 4.230147 -3.579534 2.157527 0.77 -0.43 -0.20
C 5.524733 -3.007837 2.416864 -1.39 0.47 0.46
O 5.676905 -2.753283 3.715684 1.22 -1.85 0.37
C 5.890470 -1.832690 1.480934 -0.07 0.24 -0.53
F 5.474835 -2.081890 0.230466 0.01 -0.09 0.11
F 7.228728 -1.699500 1.425114 0.01 -0.12 0.24
F 5.378676 -0.666373 1.856575 0.12 -0.09 0.26
H 2.676102 -2.156931 0.583951 -0.08 -0.08 0.02
H 1.530533 -1.575148 1.808035 0.00 -0.09 0.03
H 3.134042 -0.885605 1.713223 -0.03 0.02 -0.05
H 2.283035 -3.626674 2.667710 0.19 -0.17 0.00
H 3.180884 -2.453209 3.598244 0.33 0.00 -0.05
H 6.186019 -3.815171 2.003351 0.40 -0.46 -0.35
Ca 6.134644 -5.002451 3.957096 -1.49 2.35 0.35
N 6.498000 6.974774 -2.054213 0.08 0.08 -0.31
C 6.784612 8.166232 -2.660224 0.06 -0.05 0.04
C 6.227454 8.148970 -3.911875 0.00 0.05 0.00
C 5.574431 6.897082 -4.064252 -0.03 -0.03 -0.01
C 5.758294 6.197933 -2.899761 0.03 -0.06 0.06
H 6.783030 6.711048 -1.130916 -0.15 0.04 0.05
H 7.358997 8.921459 -2.151029 -0.01 0.01 -0.03
H 6.280818 8.944584 -4.636420 -0.01 0.00 0.01
H 5.031970 6.550421 -4.928379 0.01 0.00 0.01
H 5.427815 5.217304 -2.601432 -0.01 0.01 -0.01
C 3.597049 -6.479642 9.555509 -0.39 -0.07 0.31
C 4.905662 -5.752026 9.723894 0.26 -0.38 0.39
O 5.414858 -5.742190 8.388286 -0.37 0.35 -0.22
C 4.339690 -5.758538 7.573300 -0.04 -0.12 0.13
O 4.381441 -5.489007 6.403964 0.58 -0.08 -0.80
O 3.223878 -6.101491 8.218663 0.29 0.11 -0.12
F 5.757569 -6.430637 10.515268 0.05 0.06 -0.12
H 3.714774 -7.562352 9.605953 0.18 0.03 -0.02
H 2.844868 -6.171929 10.276259 -0.13 0.13 -0.23
H 4.813576 -4.726595 10.084444 0.11 0.00 -0.01
C -1.919281 4.784387 -0.978556 -0.22 -0.05 -0.26
C -1.754768 4.289939 -2.389666 -0.07 0.10 -0.04
O -2.044803 3.138218 -2.727115 0.02 0.38 -0.08
N -1.270749 5.150377 -3.309451 -0.04 -0.11 0.17
C -0.872020 6.533882 -3.120565 0.04 -0.20 -0.39
H -2.311624 3.987476 -0.355265 0.14 -0.02 0.08
H -0.958502 5.090032 -0.566066 -0.08 0.02 0.12
H -2.618553 5.622518 -0.954009 0.10 0.09 0.00
H -1.188215 4.751102 -4.232199 0.00 0.04 -0.01
H -1.473074 7.170056 -3.771701 0.04 0.13 0.10
H 0.177762 6.643777 -3.395700 0.00 0.15 0.09
H -1.005408 6.848958 -2.091834 -0.02 -0.07 0.01
C -6.616486 2.233439 -8.069739 0.06 0.08 0.00
Cl -7.789162 1.199462 -7.240921 0.01 0.06 0.08
Cl -6.043847 1.493724 -9.567836 0.04 0.05 0.00
H -7.091874 3.178542 -8.305893 -0.07 -0.07 -0.05
H -5.768041 2.395895 -7.413427 -0.03 -0.12 0.00
```
Forces are in eV/Å.

Here are the Löwdin charges for atoms 1 to 8, given in e: -0.18, -0.21, -0.13, -0.42, -0.07, -0.12, -0.35, 0.11

2.
The following is a quantum chemistry calculation of a structure of composition C32H55Cl2FeN9O2P, from the OMol25 dataset.

Values from the calculation:
Multiplicity   6
E_HOMO (spin up / spin down)   -0.474 / -0.474 hartree
Gap between HOMO and LUMO (spin up / spin down)   7.4 / 5.0 eV
LUMO energy (spin up / spin down)   -5.45 / -7.85 eV
Total charge   +2

```
102
Properties=species:S:1:pos:R:3:forces:R:3
Fe 1.452734 3.047919 -1.451868 -0.73 -0.55 0.40
C 0.612671 7.759249 0.363312 -0.20 1.54 1.49
N 1.262567 6.949870 -0.628992 0.34 -1.66 -0.79
C 2.461168 7.400742 -1.359487 0.60 0.89 0.94
C 0.780544 5.702038 -0.872891 -0.40 2.53 1.08
N 1.221894 4.952676 -1.840346 1.01 -0.25 -1.27
N -0.286006 5.309631 -0.046384 -0.25 -1.95 -0.46
C -0.901993 4.020329 -0.142020 -0.84 0.36 0.57
N -2.139633 3.900602 0.419554 2.08 0.28 -1.07
N -0.352029 2.965625 -0.717573 -0.56 1.42 0.42
H 0.983610 8.822978 0.405732 -0.22 -1.23 -0.52
H 0.765991 7.395746 1.431216 -0.28 0.10 -1.32
H -0.453493 7.810169 0.077811 0.30 0.32 0.53
H 3.070431 8.041823 -0.694865 -0.32 -0.56 0.04
H 2.256389 8.085249 -2.183004 -0.39 -0.48 -0.34
H 3.099692 6.553163 -1.638076 -0.24 0.37 0.03
H 1.890283 5.438045 -2.482240 -0.96 -0.58 0.89
H -0.759502 6.017640 0.538432 0.66 -0.82 -0.59
H -2.544575 4.613516 0.989960 -0.38 0.10 0.12
H -2.506911 2.969162 0.368237 -0.60 -0.12 0.45
H -1.032602 2.215247 -0.905022 0.65 0.09 0.13
Cl 2.921589 3.078413 0.194452 -0.37 -0.20 -0.87
O -0.583392 -0.813040 0.249179 0.60 0.77 -0.25
P -1.081359 -0.963753 1.648779 -0.85 -1.72 0.29
C -2.712097 -0.083419 1.774108 1.65 0.39 -0.73
C -3.502101 -0.295844 3.045075 0.19 -0.37 1.70
C -4.544893 -1.383564 2.947700 -0.75 -1.70 -0.76
C -5.485360 -1.154040 1.759857 -0.24 -0.16 0.14
C -4.737279 -1.084822 0.439401 1.04 -0.64 -1.78
C -3.493856 -0.109893 0.444513 -1.74 -0.08 1.23
C -1.274801 -2.808803 1.987797 -0.38 1.08 -1.11
C 0.074552 -3.491421 2.343134 -1.03 -0.32 1.09
C 0.481912 -4.639056 1.428167 -0.15 -0.08 0.54
C -0.688409 -5.597069 1.461293 -0.13 -1.18 0.31
C -1.966964 -4.901649 0.945231 -1.22 -1.83 0.98
C -1.839015 -3.442840 0.682598 0.51 0.45 -0.37
C -0.069358 -0.124798 2.943291 0.26 0.47 -0.63
C 1.431261 -0.042588 2.530816 -0.27 0.62 -0.99
C 2.247452 0.587126 3.655172 0.09 0.78 0.36
C 2.157492 -0.169088 4.997037 0.22 -1.61 -0.69
C 1.037354 -1.243515 5.011575 -0.57 1.28 -0.32
C -0.215023 -0.600885 4.381157 -0.69 0.39 2.16
H -2.227854 0.928659 1.811813 -0.54 -0.36 0.11
H -3.900398 0.671132 3.377684 -0.34 -0.25 -0.04
H -2.884299 -0.664932 3.898440 0.10 0.75 -0.68
H -5.170772 -1.554814 3.859048 0.77 0.51 -0.50
H -4.024078 -2.367028 2.765868 -0.35 0.79 0.25
H -5.930417 -0.194779 1.963693 -0.60 0.55 -0.09
H -6.303650 -1.911188 1.738957 0.63 0.53 -0.10
H -5.327248 -0.727628 -0.442703 -0.08 -0.33 0.96
H -4.443210 -2.129272 0.126340 -0.11 1.02 0.46
H -3.971279 0.876086 0.348298 0.04 0.13 0.03
H -2.845373 -0.196846 -0.413920 0.25 -0.45 -0.18
H -2.046733 -3.015946 2.754955 0.54 0.34 -0.16
H -0.128449 -3.938339 3.335332 0.33 -0.07 -0.31
H 0.839779 -2.784544 2.567641 0.71 0.55 -0.39
H 1.316873 -5.142097 1.911019 0.40 0.10 -0.33
H 0.729284 -4.350351 0.397964 0.12 0.08 0.35
H -0.825598 -5.965487 2.523423 0.10 0.52 -1.04
H -0.471556 -6.526472 0.885568 -0.18 0.68 0.22
H -2.788418 -5.123471 1.680456 0.55 0.45 -0.52
H -2.299401 -5.402206 0.052950 -0.13 -0.22 -0.57
H -2.785306 -3.042332 0.311133 -0.01 0.12 0.60
H -1.195281 -3.311238 -0.204938 0.23 0.26 0.66
H -0.553716 0.876800 2.918137 0.73 -0.20 -0.14
H 1.535295 0.582483 1.600314 -0.19 -0.54 0.81
H 1.816495 -1.034168 2.224328 -0.15 0.41 0.38
H 1.895948 1.638628 3.832708 0.13 -0.76 -0.33
H 3.299777 0.682679 3.362214 -0.19 -0.03 -0.06
H 2.018740 0.517468 5.807492 -0.23 0.38 0.49
H 3.085733 -0.703884 5.205073 0.18 0.20 -0.04
H 0.816198 -1.477040 6.068740 0.09 -0.34 -0.64
H 1.231931 -2.132019 4.406282 0.59 -0.02 0.55
H -0.466451 0.269204 5.085249 0.13 -0.92 -1.15
H -1.057587 -1.287412 4.483193 0.02 -0.07 0.03
C -1.039747 -0.523050 -4.844373 0.59 -0.96 -0.31
N 0.168250 0.222750 -4.446239 -0.67 -0.20 0.05
C 1.309318 -0.127063 -5.101082 0.22 2.39 1.67
C 2.402060 0.664291 -4.875773 0.87 -0.30 0.21
C 2.388126 1.617468 -3.810491 -0.31 -1.01 -2.04
N 1.278707 1.817842 -3.072708 0.11 0.57 0.22
C 0.036858 1.313920 -3.516933 -0.78 -0.33 -0.90
O -1.068339 1.768986 -3.213759 2.39 -1.11 -0.12
N 3.458298 2.428433 -3.617796 -0.15 -0.33 1.09
H -1.306970 -1.261008 -4.070397 0.24 0.15 -0.41
H -0.748995 -0.996094 -5.819164 -0.79 0.18 1.04
H -1.880512 0.120621 -4.975931 -0.37 0.60 -0.18
H 1.323664 -0.949031 -5.794398 -0.28 -0.12 -0.07
H 3.319677 0.474294 -5.434988 -0.26 0.17 0.29
H 4.379525 2.153540 -3.967797 -0.58 0.03 0.14
H 3.468058 2.776225 -2.659431 0.84 0.21 -0.33
Cl 1.938182 -5.677562 -6.099019 -0.02 0.20 0.34
C 2.736528 -4.707281 -4.915289 0.66 1.20 2.14
C 4.020824 -4.188190 -5.161671 -0.55 0.80 1.00
C 4.710888 -3.397705 -4.202796 0.00 -1.45 0.54
C 4.088016 -3.235755 -2.954787 0.69 0.50 -0.92
N 2.859132 -3.655023 -2.733035 -1.21 -0.70 0.50
C 2.184215 -4.393849 -3.605819 0.26 -0.37 -1.87
H 4.465117 -4.337595 -6.109800 0.44 -0.36 -0.81
H 5.796914 -3.178458 -4.312383 -1.11 0.15 -0.21
H 4.564394 -2.725165 -2.106583 -0.04 -0.16 -0.50
H 1.169905 -4.752029 -3.322154 0.86 0.29 -0.22
```
Forces are in eV/Å.

Here are the Löwdin charges for atoms 1 to 8, given in e: 0.70, -0.04, -0.12, 0.00, -0.40, 0.02, 0.18, -0.36

In the order shown, the computed total energy values come out to -8551.51682; -4420.65562 Eh.
In the order shown, the computed relative energy (zero: lowest compared OMol25 entry of this formula, charge and spin) values come out to 42.0; 0.0 kcal/mol.